# C24H28N4O4S

One molecule with the formula C24H28N4O4S in a non-equilibrium geometry (ωB97M-V/def2-TZVPD, the Open Molecules 2025 dataset).

Last column: Mulliken charge in e.
Atoms and positions in Å:
C  -0.89208  -2.00113  0.62190  -0.92
H  -0.27665  -2.87864  0.43651  0.35
H  -1.78410  -2.31007  1.16169  0.43
H  -0.32975  -1.31433  1.24937  0.14
C  -1.27199  -1.32889  -0.70143  -1.06
N  -2.24399  -0.27175  -0.55068  0.40
C  -3.59069  -0.54081  -0.46880  1.57
C  -4.53357  0.49399  -0.37355  -0.32
C  -5.89353  0.24898  -0.32120  0.70
C  -6.35690  -1.06057  -0.35601  -0.57
C  -5.44612  -2.09563  -0.44403  -0.90
C  -4.08819  -1.85098  -0.49583  -0.97
H  -3.42241  -2.69583  -0.55466  0.28
H  -5.79612  -3.11825  -0.46820  0.37
H  -7.41680  -1.26229  -0.31156  0.41
C  -6.86977  1.38465  -0.22185  -1.61
H  -7.44059  1.31302  0.70368  0.33
H  -6.35992  2.34503  -0.24019  0.34
H  -7.57636  1.35058  -1.05024  0.35
H  -4.20943  1.52151  -0.34616  0.10
C  -1.74414  1.06673  -0.34887  -0.60
H  -2.23212  1.74302  -1.06078  0.46
H  -0.68031  1.06078  -0.58969  -0.21
C  -1.93814  1.59091  1.09253  -0.43
C  -0.62515  1.75915  1.85012  -0.86
N  0.23394  2.72021  1.19329  -0.07
C  1.55878  2.53985  1.05165  0.56
O  2.15123  1.58050  1.51114  -0.65
C  2.26902  3.61424  0.24020  -0.47
C  2.66449  3.03677  -1.12811  -1.41
N  3.39624  1.79615  -0.95261  0.06
C  4.71142  1.86622  -0.59606  0.11
S  5.57480  3.26928  -0.56391  -0.36
N  5.34009  0.70347  -0.28544  -0.08
C  4.72227  -0.51801  -0.23157  0.22
C  3.37283  -0.59384  -0.59383  0.58
C  2.68803  -1.81894  -0.56381  -1.62
C  3.39081  -2.92032  -0.16603  1.12
C  4.74670  -2.83980  0.19526  0.84
C  5.43648  -1.65611  0.16894  -1.33
H  6.47466  -1.59948  0.44913  0.43
O  5.19537  -4.07276  0.54283  -0.49
C  4.09171  -4.94781  0.40682  -0.28
O  2.97393  -4.21725  -0.04576  -0.51
H  3.86606  -5.40663  1.38226  0.26
H  4.33852  -5.73777  -0.31936  0.25
H  1.65046  -1.86119  -0.84306  0.57
C  2.65133  0.61911  -0.96984  0.66
O  1.48386  0.63698  -1.30687  -0.73
H  6.30953  0.78808  -0.00762  0.31
H  3.30016  3.74438  -1.66415  0.55
H  1.77610  2.80344  -1.71828  0.46
H  3.17823  3.90310  0.77089  0.31
H  1.64450  4.49436  0.09482  0.41
H  -0.21059  3.53304  0.79759  0.28
H  -0.06607  0.82222  1.89572  0.22
H  -0.83086  2.08751  2.87715  0.29
H  -2.56902  0.89266  1.64332  0.50
H  -2.45310  2.55474  1.07893  0.36
H  -0.38046  -0.89105  -1.15592  0.31
H  -1.66262  -2.07454  -1.39978  0.53

**Energy relative to the best compared isomer or geometry (same formula, charge and spin)**: 25.53 kcal/mol
**Structure (SMILES)**: CCN(CCCNC(=O)CCn1c(=S)[nH]c2cc3c(cc2c1=O)OCO3)c1cccc(C)c1
**LUMO level**: 0.0129 Ha

# C5H9NO

C5H9NO as an isolated structure in a non-equilibrium geometry (ωB97M-V/def2-TZVPD, the Open Molecules 2025 dataset).

Last column: Mulliken charge in e.
Atoms and positions in Å:
C  -1.40360  -0.44709  0.17373  -1.44
C  -0.06018  -0.27966  -0.62550  0.73
O  -0.05649  -1.05741  -1.79362  -0.57
C  0.55811  1.15619  -0.74267  -0.55
N  1.77959  0.75227  0.04306  -0.57
C  0.64821  0.02428  1.57470  -1.14
C  1.10201  -0.50165  0.30376  0.20
H  -1.51523  -0.20930  1.25116  0.38
H  -1.65868  -1.50539  0.11437  0.35
H  -2.13844  0.19861  -0.29671  0.38
H  -0.43042  -0.54433  -2.52099  0.35
H  -0.07002  1.90218  -0.24416  0.25
H  0.77977  1.55110  -1.75345  0.38
H  0.12250  0.95600  1.66279  0.48
H  0.58956  -0.62255  2.45722  0.29
H  1.75332  -1.37324  0.39630  0.48

**Energy relative to the best compared isomer or geometry (same formula, charge and spin)**: 138.86 kcal/mol
**LUMO level (spin up / spin down)**: 0.0119 / 0.0159 Ha

# C3H8N2O2

One molecule with the formula C3H8N2O2 in a non-equilibrium geometry (ωB97M-V/def2-TZVPD, the Open Molecules 2025 dataset).

Last column: Mulliken charge in e.
Atoms and positions in Å:
C  1.16576  1.48049  -0.72694  -1.08
C  -0.13988  0.99047  -0.15052  -0.23
C  -0.25000  -0.59615  0.09818  0.53
H  1.20071  2.46986  -0.90188  0.40
H  2.04694  1.33258  0.04934  0.21
H  1.14623  0.87436  -1.65114  0.32
H  -1.10169  1.13244  -0.81643  0.14
H  -0.39550  1.60908  0.85356  0.29
H  -1.83989  -0.25051  -1.15637  0.27
H  -1.81022  -2.53932  0.39133  0.36
H  1.51867  -1.14054  2.59525  0.33
N  -1.10993  -1.07139  -0.80369  -0.06
N  0.21481  -1.44322  1.04024  -0.59
O  -1.67031  -2.24772  -0.65294  -0.46
O  1.02430  -0.60044  1.83201  -0.43

**Energy relative to the best compared isomer or geometry (same formula, charge and spin)**: 152.16 kcal/mol
**Structure (SMILES)**: CC/C(=N\O)NO
**LUMO level**: 0.0298 Ha